242
Properties=species:S:1:pos:R:3:forces:R:3 method="wB97M-V/def2-TZVPD" charge=-1 de_lowest_kj_mol=805.3 energy_ha=-4465.77973 homo_lumo_gap_ev=3.286 multiplicity=1
C -1.91259 3.54577 0.96470 0.90 -1.60 -0.26
C -0.77509 2.44747 1.19881 0.06 -0.27 -1.17
C -1.13130 1.36693 2.23481 -0.58 0.53 0.34
C -2.13952 0.34257 1.80821 0.39 0.59 -0.50
C -1.60760 -0.35491 0.56980 -1.54 1.41 0.60
C -1.21521 0.62510 -0.59142 0.29 0.19 1.04
N -0.32220 1.69942 -0.03045 1.39 0.41 -0.60
O 0.37754 2.54704 -1.06726 -1.99 -1.29 1.75
C -2.45155 1.17979 -1.31485 -0.65 -0.66 -0.34
C -0.52071 -0.37907 -1.51846 0.83 0.39 -0.87
C 0.38081 3.21680 1.87741 -0.64 -0.35 -0.03
H -2.72265 3.06775 0.41389 -0.19 0.31 0.17
H -1.46162 4.31156 0.33358 -0.13 0.06 0.04
H -2.25197 3.94219 1.92165 -0.08 0.15 0.01
H -1.56865 1.86918 3.09770 0.38 0.22 0.51
H -0.19556 0.86553 2.48192 0.09 0.03 0.27
H -3.07452 0.86891 1.61631 -0.32 -0.12 -0.13
H -2.31868 -0.40722 2.57881 -0.09 0.01 0.26
H -2.49363 -0.92621 0.29296 0.48 -0.84 -0.74
H -0.76970 -0.93784 0.95220 0.12 -0.31 -0.70
H -2.27016 2.02613 -1.97737 0.49 0.22 0.44
H -3.28677 1.38737 -0.64597 0.07 0.32 0.20
H -2.85704 0.42293 -1.98629 -0.05 -0.38 -0.14
H -0.33249 -0.01842 -2.52971 0.33 0.49 0.13
H -1.11527 -1.27347 -1.70457 -0.53 -0.03 0.41
H 0.40942 -0.73994 -1.07944 0.20 0.28 -0.01
H 0.62722 4.14073 1.35420 0.45 -0.37 -0.13
H 1.20127 2.54200 2.12154 0.40 0.20 -0.65
H -0.00323 3.47774 2.86357 -0.19 0.39 0.22
C -6.02175 0.61654 -5.74350 1.14 -0.10 0.44
C -7.47244 0.15242 -5.68312 2.29 0.30 -0.13
C -7.84305 -0.31566 -4.29252 0.80 -1.89 -0.32
O -6.96862 -1.45102 -3.94337 -0.69 1.22 0.61
C -6.97341 -1.73562 -2.55016 0.14 -0.76 0.25
N -8.25690 1.32160 -6.01684 -0.42 -0.49 0.36
H -5.95649 1.51899 -5.13569 0.21 -0.01 0.10
H -5.56365 0.85543 -6.70328 -0.89 0.28 -0.58
H -5.26952 -0.09992 -5.41341 -0.40 -0.27 0.65
H -7.59218 -0.64332 -6.41835 -0.28 -0.45 0.16
H -8.84790 -0.72928 -4.37780 -0.41 0.15 0.44
H -7.79874 0.49381 -3.56391 0.15 -0.01 0.06
H -6.35975 -2.60767 -2.32426 0.45 0.00 -0.64
H -7.92766 -2.08095 -2.15232 -0.63 0.46 -0.25
H -6.57843 -0.95835 -1.89599 -0.10 0.50 -0.31
H -9.19165 0.99276 -5.82140 -0.74 0.65 -0.64
H -8.09898 1.43655 -7.00778 -0.61 0.42 -0.19
C -7.20476 6.99375 0.52867 0.31 -0.35 0.77
C -7.28854 5.48353 0.63570 -0.66 -0.93 -1.19
C -7.28666 4.96363 2.06581 0.23 0.39 -1.12
O -7.45906 3.57257 2.02757 -0.02 -0.85 0.45
C -7.12308 2.96825 3.27307 -0.40 0.09 -0.10
N -8.49458 5.02733 -0.11818 0.15 -0.02 0.30
H -7.25847 7.35590 -0.49801 -0.06 -0.11 0.07
H -6.27617 7.34151 0.98130 0.09 0.13 -0.09
H -8.02298 7.39490 1.12675 -0.14 0.26 -0.22
H -6.46701 4.94914 0.15861 0.68 0.47 0.03
H -8.05637 5.47830 2.64095 -0.06 -0.06 0.41
H -6.27079 5.17508 2.39954 0.01 0.28 0.67
H -7.90357 3.15511 4.01065 0.00 0.49 0.27
H -6.15611 3.34132 3.61056 0.05 -0.03 0.20
H -7.09636 1.87929 3.23394 0.19 0.05 -0.73
H -8.42731 4.02158 -0.18190 -0.26 -0.45 0.55
H -8.32038 5.24885 -1.08807 -0.09 0.61 -0.28
C -2.70546 -5.30868 5.21632 0.45 -0.47 0.13
C -1.22425 -5.52610 5.53120 0.48 -0.76 1.03
C -0.85727 -5.42966 7.06845 -0.10 0.13 -1.73
O 0.51876 -5.72056 7.21977 0.67 0.86 -0.20
C 0.93888 -5.50512 8.55773 -0.15 -0.20 -0.23
N -0.80677 -6.85004 5.04921 0.11 0.41 -0.53
H -3.02902 -4.27195 5.30911 -0.04 -0.12 0.26
H -3.27101 -5.99322 5.84851 -0.34 0.28 0.28
H -2.92202 -5.65160 4.20459 0.25 0.19 -0.12
H -0.59920 -4.79837 5.01369 -0.03 0.10 -0.06
H -1.39179 -6.20852 7.61227 -0.61 0.19 0.25
H -1.07171 -4.41020 7.38913 -0.18 0.03 0.51
H 2.01597 -5.61618 8.68280 -0.04 -0.71 -0.42
H 0.35728 -6.22869 9.12894 0.32 0.14 0.79
H 0.80035 -4.48598 8.91862 -0.70 0.21 -0.12
H -1.24740 -7.59368 5.57167 -0.24 -0.05 0.16
H 0.18270 -6.92635 5.23685 0.17 -0.19 -0.03
C 0.23364 -0.03632 7.81175 0.28 -0.23 -0.54
C -0.81310 1.03246 7.73003 0.27 0.74 1.06
C -2.26443 0.58037 7.75886 -0.74 -2.03 -1.18
O -2.55350 -0.41132 8.75220 0.90 0.71 0.44
C -3.81447 -1.00839 8.66782 -0.19 -0.18 0.10
N -0.49227 1.92297 8.83803 -0.91 0.78 0.83
H 1.20965 0.44887 7.80184 0.01 0.05 -0.39
H 0.13579 -0.70327 6.95519 0.23 -0.43 0.33
H 0.21753 -0.51361 8.79157 -0.42 -0.51 -0.22
H -0.62346 1.70216 6.89119 -0.43 -0.54 -0.67
H -2.48126 0.03223 6.84200 0.22 0.18 -0.73
H -3.03179 1.35449 7.75543 0.25 0.64 0.43
H -3.77717 -1.87143 9.33255 -0.19 0.13 0.10
H -4.10225 -1.37729 7.68335 0.45 -0.04 -0.47
H -4.62967 -0.33995 8.94484 -0.04 0.24 0.36
H -0.56762 1.40960 9.70455 0.35 -0.47 0.32
H -1.33816 2.47041 8.90792 0.02 1.00 0.19
C -2.00741 -9.07954 -7.87788 0.23 1.29 0.53
C -1.04230 -8.15599 -7.09624 0.37 0.90 -0.86
C -1.72758 -7.00164 -6.27188 -0.94 -0.57 -0.52
O -2.72866 -6.27558 -7.02155 1.27 -1.63 0.03
C -3.49504 -5.50020 -6.18393 -1.54 0.87 0.00
N -0.15268 -9.00055 -6.30832 -0.65 0.09 0.61
H -1.43166 -9.78181 -8.48072 -0.05 -0.15 0.33
H -2.60708 -8.47512 -8.55846 -0.17 -0.06 0.12
H -2.65425 -9.55645 -7.14150 -0.14 -0.37 -0.25
H -0.37203 -7.70984 -7.83096 -0.16 0.39 -0.20
H -1.09695 -6.24045 -5.81253 0.87 -0.18 -0.29
H -2.22171 -7.45906 -5.41473 -0.29 -0.38 0.19
H -2.93562 -4.74957 -5.62563 0.18 0.36 -0.25
H -4.11864 -5.99380 -5.43855 0.35 -0.97 0.30
H -4.27568 -5.09129 -6.82540 0.28 0.76 -0.03
H -0.76520 -9.49835 -5.67815 -0.01 -0.56 0.30
H 0.40106 -8.43357 -5.68222 0.44 0.24 -0.02
C -1.77858 -6.23085 -0.69249 -0.18 0.14 -0.47
C -0.31581 -6.65951 -0.68682 0.10 -0.54 0.74
C 0.61110 -5.59553 -0.05611 -0.15 -0.31 0.08
O 1.83403 -6.15529 0.41241 0.23 0.34 -0.22
C 2.62665 -5.13207 1.00434 0.83 -0.61 -0.03
N -0.19940 -7.92718 0.05920 0.16 0.39 -0.06
H -2.20604 -6.09347 0.30074 0.39 0.32 0.21
H -2.44274 -6.97476 -1.13247 0.37 -0.30 -0.23
H -1.91289 -5.33177 -1.29393 -0.03 0.25 0.22
H 0.01234 -6.88758 -1.70092 0.01 0.20 -0.16
H 0.16319 -5.18282 0.84784 -0.63 0.43 -0.18
H 0.85575 -4.82671 -0.78901 -0.24 0.36 0.04
H 3.65713 -5.48652 0.98025 0.09 0.06 -0.29
H 2.45660 -4.96201 2.06748 -0.73 -0.05 0.12
H 2.55759 -4.17912 0.47973 -0.06 -0.01 -0.13
H -0.37182 -7.66427 1.01902 -0.51 -0.17 0.54
H 0.79614 -8.08782 0.11578 0.35 -0.46 -0.20
C 6.15684 -5.12680 6.93869 -0.30 -0.13 -1.38
C 6.49830 -3.94660 5.93005 -0.55 -0.75 3.24
C 5.37390 -2.82244 5.94661 2.34 -2.33 -0.94
O 5.73160 -2.05696 4.83714 -0.43 1.00 -0.83
C 4.83782 -0.97290 4.65952 -0.28 0.17 0.18
N 7.80876 -3.47883 6.40703 0.32 0.18 -1.31
H 6.69215 -6.04306 6.68971 0.64 0.26 -0.21
H 5.13978 -5.49009 6.79134 -0.44 0.45 0.48
H 6.41609 -4.92918 7.97881 -0.36 0.38 -0.06
H 6.62079 -4.39547 4.94434 -0.15 0.41 -0.07
H 5.47342 -2.26685 6.87908 -0.42 0.10 0.20
H 4.42804 -3.34390 5.79989 -0.45 0.38 0.22
H 3.81590 -1.31979 4.50638 -0.22 -0.20 0.27
H 5.02437 -0.34669 3.78708 0.72 -0.31 -0.01
H 4.89403 -0.35565 5.55615 -0.27 0.31 0.05
H 8.22123 -2.94258 5.65709 0.28 0.16 -0.08
H 7.77770 -2.84016 7.18885 -0.47 -0.07 0.24
C 4.76617 -4.48039 -4.30660 0.20 1.82 -1.45
C 3.83108 -5.24073 -5.25971 0.08 1.27 0.30
C 4.39046 -5.38885 -6.69836 -0.02 1.46 0.32
O 4.53891 -4.05662 -7.14850 -0.02 1.62 -0.89
C 5.42408 -3.78811 -8.27219 -0.69 -1.42 1.62
N 3.56189 -6.47950 -4.68676 -0.21 -3.19 0.23
H 5.71525 -4.97679 -4.10428 -0.09 -0.36 -0.08
H 4.34554 -4.11353 -3.37034 -0.42 -0.56 0.02
H 4.99709 -3.56094 -4.84453 0.44 0.28 0.14
H 2.84267 -4.78202 -5.28677 0.21 0.82 -0.47
H 3.71155 -5.88156 -7.39435 -0.09 -0.58 0.31
H 5.37797 -5.85029 -6.69621 0.13 -0.51 0.12
H 5.42860 -2.72266 -8.50215 -0.12 -0.17 0.23
H 5.10543 -4.38197 -9.12887 0.08 0.09 -0.25
H 6.38855 -4.14165 -7.90764 0.48 0.24 -0.56
H 4.46711 -6.92115 -4.61176 0.03 -0.73 0.32
H 3.23455 -6.36438 -3.73823 -0.11 -0.02 0.10
C 7.49030 4.00964 1.23621 -0.19 -0.92 -1.36
C 6.80210 3.95940 -0.16886 0.88 -0.78 0.39
C 5.96659 2.68583 -0.30389 -0.25 0.61 -0.13
O 5.72638 2.38219 -1.66589 1.22 1.20 0.04
C 5.17205 1.13006 -1.77773 0.08 -1.22 0.70
N 6.01384 5.14061 -0.42950 0.36 0.69 0.09
H 6.64096 3.80741 1.88876 0.50 0.60 0.89
H 8.12001 4.89099 1.35782 -0.83 0.51 0.32
H 8.24095 3.22650 1.34257 -0.29 -0.54 0.01
H 7.60056 3.86532 -0.90489 -0.10 0.13 -0.33
H 4.99152 2.77124 0.17574 -0.24 0.40 0.29
H 6.47427 1.90139 0.25736 0.35 -0.60 -0.36
H 5.89342 0.40368 -1.40342 0.29 -0.49 0.21
H 4.98325 0.81036 -2.80255 -0.45 0.66 0.02
H 4.32938 1.08170 -1.08803 -0.67 -0.36 -0.50
H 6.66497 5.86518 -0.69621 0.09 0.23 -0.61
H 5.74045 5.51025 0.46979 -0.76 -0.11 0.33
C 5.16362 1.77998 -7.52415 0.09 -0.70 1.14
C 3.66947 2.09010 -7.61804 -0.25 0.37 0.91
O 2.99820 1.97823 -6.35410 0.51 -0.23 -0.71
O 5.75460 2.54797 -6.47510 -0.47 0.80 -0.61
H 5.64984 1.84464 -8.49755 0.13 0.57 -0.17
H 5.27532 0.73555 -7.23296 -0.21 -0.42 -0.05
H 3.17886 1.40237 -8.30682 0.24 0.01 -0.43
H 3.47332 3.11314 -7.93902 0.26 0.02 -0.14
H 2.78235 1.04548 -6.28346 -0.25 -0.09 0.42
H 6.62452 2.26193 -6.18697 -0.11 -0.39 -0.38
C -1.51683 5.65675 -5.14725 0.75 -0.77 0.90
C -1.07377 6.25876 -6.47424 -0.12 0.05 0.28
O 0.33156 6.10786 -6.71472 -0.78 0.14 0.41
O -0.80589 6.14920 -4.01099 0.12 0.82 -0.79
H -1.35121 4.58054 -5.19676 -0.02 -0.23 -0.13
H -2.57865 5.81488 -4.95847 -0.29 0.14 -0.58
H -1.43484 7.28590 -6.52627 0.48 0.47 0.10
H -1.63689 5.74618 -7.25414 -0.15 -0.33 -0.08
H 0.53213 6.55426 -7.54061 0.02 0.01 -0.01
H -1.06741 5.67984 -3.21542 0.03 -0.35 -0.09
C 5.27424 5.36589 7.12412 -3.23 -0.96 0.69
C 4.09814 4.40473 7.53852 1.05 -0.17 -0.59
O 3.45491 4.93296 8.67815 0.09 0.27 0.15
O 4.66315 6.56666 6.58351 1.43 -0.94 0.15
H 5.85793 4.75254 6.43767 0.24 0.92 -0.39
H 5.77167 5.52278 8.08123 0.56 0.40 -0.23
H 4.54141 3.42518 7.71764 0.21 -0.24 0.52
H 3.39857 4.20430 6.72701 -0.09 0.55 -0.27
H 2.68290 4.40435 8.89301 -0.08 -0.04 -0.07
H 4.14038 6.89353 7.31935 -0.22 0.18 0.04
C -0.74559 -0.65523 -8.41907 0.00 1.57 0.03
C 0.23581 -1.76649 -8.16789 -1.54 -1.52 1.37
O 1.17509 -1.45639 -7.14165 0.90 0.52 -1.10
O -0.55760 0.11270 -9.60128 0.11 -0.32 -1.07
H -0.62273 0.14372 -7.68785 -0.04 -0.62 0.83
H -1.79038 -0.96586 -8.42184 0.09 -0.45 0.36
H 0.55286 -2.30644 -9.06008 0.87 0.78 -0.33
H -0.30711 -2.57566 -7.67943 -0.82 -0.16 -0.10
H 1.96799 -1.94536 -7.37367 0.34 0.03 0.32
H -1.22826 -0.19021 -10.21778 0.22 0.15 -0.29
C -1.93093 6.78716 6.86017 -1.11 0.08 -1.18
C -3.36604 6.54992 6.29216 0.79 0.45 1.41
O -4.38945 7.04711 7.19677 0.73 -0.25 -0.88
O -1.60453 8.17000 6.88216 0.22 -0.37 -0.23
H -1.36546 6.26659 6.08727 0.80 0.33 0.19
H -1.69420 6.35055 7.83043 -0.37 -0.34 0.12
H -3.49945 5.48772 6.08717 -0.12 -0.14 0.04
H -3.37466 7.08417 5.34210 -0.47 0.17 0.19
H -4.20624 6.56396 8.00584 -0.27 0.03 0.27
H -2.26347 8.61683 7.41859 -0.18 0.02 0.05
C 1.64121 10.27688 -2.69767 0.50 -1.36 0.31
C 2.40512 9.60857 -1.51588 -2.05 -0.62 0.17
O 1.98453 8.22182 -1.33333 1.45 0.67 -0.84
O 1.92043 9.52863 -3.90988 0.13 0.89 1.00
H 1.94173 11.32339 -2.74866 0.15 0.16 -0.24
H 0.57276 10.22979 -2.48714 -0.16 0.02 0.03
H 2.13575 10.06186 -0.56190 0.01 0.82 -0.16
H 3.47654 9.76892 -1.63602 0.05 -0.89 -0.17
H 1.19845 8.15216 -0.78668 0.02 0.38 -0.02
H 1.52504 10.01080 -4.63980 -0.07 -0.05 -0.06